Density functional theory data (wB97M-V/def2-TZVPD) for a cluster of 10 separate species, C71H162N10O13 in total at a distorted geometry.

Values from the calculation:
Calculated total energy (eV): -117749.0424
Charge: +1
Orbital gap (spin up / spin down) (eV): 7.03 / 2.97
LUMO level (spin up / spin down) (eV): -2.55 / -6.62
2S+1: 2

Structure (XYZ):
```
256
C71H162N10O13 | the OMol25 dataset | wB97M-V/def2-TZVPD
C 1.074 -2.037 -3.278
C 0.618 -0.742 -2.600
C -0.673 -0.281 -3.263
C -1.423 0.892 -2.577
C -1.714 0.465 -1.086
C -0.456 -0.088 -0.277
N 0.336 -0.973 -1.135
O 1.418 -1.533 -0.439
C 0.410 1.142 0.295
C -1.104 -1.033 0.868
C 1.655 0.400 -2.763
H 2.088 -2.361 -3.043
H 1.035 -1.994 -4.367
H 0.345 -2.820 -3.070
H -0.503 0.068 -4.281
H -1.288 -1.164 -3.433
H -2.370 1.155 -3.048
H -0.778 1.764 -2.688
H -2.636 -0.065 -0.847
H -2.011 1.408 -0.625
H 0.571 1.877 -0.493
H -0.213 1.719 0.979
H 1.363 0.843 0.732
H -1.415 -0.462 1.743
H -1.886 -1.661 0.439
H -0.472 -1.744 1.401
H 1.384 1.427 -2.519
H 2.041 0.461 -3.781
H 2.531 0.124 -2.176
H 1.954 -0.744 -0.326
C 0.157 -5.113 -0.440
C -0.433 -6.480 -0.107
C -1.752 -6.296 0.719
C -2.989 -5.989 -0.135
C -3.130 -7.070 -1.178
C -1.899 -7.186 -2.121
N -0.666 -7.242 -1.369
O 0.449 -7.349 -2.124
C -2.116 -8.604 -2.833
C -2.038 -6.091 -3.085
C 0.544 -7.283 0.732
H -0.492 -4.489 -1.055
H 1.106 -5.166 -0.973
H 0.244 -4.519 0.470
H -1.948 -7.099 1.429
H -1.657 -5.452 1.403
H -2.931 -4.996 -0.583
H -3.927 -6.078 0.412
H -4.112 -7.038 -1.650
H -3.191 -8.027 -0.659
H -2.908 -8.811 -3.553
H -1.132 -8.819 -3.248
H -2.292 -9.475 -2.202
H -3.013 -6.119 -3.573
H -2.001 -5.118 -2.595
H -1.206 -6.064 -3.789
H 0.148 -8.248 1.047
H 0.856 -6.822 1.669
H 1.436 -7.509 0.147
H 0.927 -8.115 -1.796
C -3.266 4.422 -1.085
C -3.068 5.855 -0.511
C -3.069 5.871 1.031
C -1.764 5.427 1.638
C -0.589 6.182 1.066
C -0.497 6.119 -0.482
N -1.842 6.502 -1.067
O -1.849 6.598 -2.464
C 0.499 7.225 -0.976
C 0.055 4.751 -0.915
C -4.283 6.708 -0.964
H -4.294 4.074 -1.191
H -2.700 3.696 -0.502
H -2.828 4.297 -2.075
H -3.240 6.893 1.370
H -3.950 5.322 1.363
H -1.604 4.349 1.605
H -1.952 5.578 2.701
H 0.293 5.646 1.416
H -0.656 7.206 1.433
H 0.174 8.223 -0.681
H 1.432 7.012 -0.453
H 0.695 7.224 -2.048
H -0.618 3.969 -0.565
H 0.053 4.708 -2.004
H 1.070 4.554 -0.569
H -5.177 6.424 -0.408
H -4.436 6.600 -2.038
H -4.116 7.778 -0.835
H -1.945 7.531 -2.672
C 1.687 -3.770 7.734
C 2.212 -4.126 6.273
C 1.065 -4.945 5.694
C 1.238 -5.098 4.161
C 1.218 -3.646 3.514
C 2.364 -2.732 4.059
N 2.450 -2.872 5.562
O 3.455 -2.031 6.095
C 3.771 -3.222 3.341
C 2.010 -1.225 3.634
C 3.552 -4.948 6.472
H 1.367 -4.635 8.315
H 0.829 -3.098 7.736
H 2.465 -3.183 8.222
H 1.166 -5.943 6.120
H 0.085 -4.577 5.999
H 0.491 -5.698 3.640
H 2.201 -5.593 4.035
H 0.315 -3.070 3.714
H 1.333 -3.718 2.432
H 3.805 -3.031 2.268
H 4.606 -2.615 3.691
H 3.993 -4.231 3.687
H 1.674 -1.106 2.604
H 1.150 -0.871 4.203
H 2.805 -0.517 3.867
H 3.958 -5.398 5.566
H 3.497 -5.828 7.112
H 4.269 -4.285 6.957
H 3.053 -1.174 6.257
C 3.079 0.651 -10.199
C 1.634 0.180 -10.391
C 1.689 -1.372 -10.829
C 1.972 -2.408 -9.695
C 0.932 -2.144 -8.570
C 0.897 -0.702 -8.061
N 0.768 0.228 -9.193
O 0.611 1.482 -8.707
C -0.410 -0.633 -7.252
C 2.165 -0.385 -7.214
C 0.953 0.901 -11.516
H 3.044 1.508 -9.527
H 3.623 0.961 -11.091
H 3.761 -0.089 -9.779
H 0.785 -1.715 -11.333
H 2.571 -1.485 -11.459
H 2.982 -2.337 -9.292
H 1.952 -3.420 -10.099
H 1.424 -2.742 -7.803
H -0.002 -2.551 -8.958
H -1.279 -0.892 -7.856
H -0.517 -1.273 -6.376
H -0.428 0.357 -6.796
H 2.247 0.671 -6.958
H 2.177 -0.930 -6.269
H 3.046 -0.843 -7.665
H 1.471 0.990 -12.471
H 0.695 1.925 -11.246
H 0.040 0.320 -11.646
H -0.261 1.718 -9.031
C -0.188 3.609 -5.759
O -1.418 3.051 -5.296
C -2.347 4.129 -4.986
C -3.667 3.493 -4.581
N -4.332 2.903 -5.766
C -5.465 2.098 -5.418
C -5.214 0.743 -4.812
O -4.571 0.040 -5.795
C -3.692 -0.982 -5.377
H 0.496 2.769 -5.648
H 0.078 4.452 -5.120
H -0.314 3.839 -6.817
H -2.572 4.767 -5.841
H -2.096 4.858 -4.215
H -4.359 4.251 -4.215
H -3.405 2.750 -3.827
H -3.732 2.232 -6.224
H -6.029 1.893 -6.327
H -6.211 2.803 -5.050
H -6.210 0.337 -4.635
H -4.651 0.892 -3.891
H -4.177 -1.632 -4.649
H -2.753 -0.576 -4.999
H -3.591 -1.552 -6.300
C -3.093 2.041 2.194
O -3.873 1.552 3.282
C -4.289 2.548 4.177
C -3.179 3.148 5.006
N -2.809 2.293 6.160
C -1.859 2.892 7.105
C -1.300 1.655 7.913
O -0.228 1.092 7.138
C 0.083 -0.222 7.743
H -2.056 2.303 2.407
H -3.669 2.892 1.834
H -3.090 1.317 1.379
H -4.954 2.039 4.874
H -4.791 3.403 3.723
H -3.575 4.067 5.437
H -2.239 3.391 4.511
H -2.560 1.368 5.841
H -2.330 3.680 7.694
H -1.043 3.353 6.549
H -2.056 0.921 8.192
H -0.904 2.034 8.855
H -0.669 -0.922 7.378
H 0.046 -0.071 8.821
H 1.080 -0.572 7.476
C 0.992 3.939 9.600
O 2.278 4.421 9.268
C 2.412 5.848 9.285
C 1.695 6.422 8.034
N 2.198 5.921 6.727
C 1.251 6.191 5.689
C 1.738 5.587 4.354
O 1.925 4.137 4.540
C 2.083 3.437 3.260
H 0.862 2.882 9.371
H 0.129 4.451 9.174
H 0.772 3.999 10.666
H 3.441 6.137 9.068
H 2.119 6.229 10.264
H 2.054 7.428 7.817
H 0.612 6.542 8.072
H 2.350 4.926 6.814
H 1.198 7.238 5.393
H 0.268 5.772 5.905
H 2.672 6.014 3.989
H 1.025 5.776 3.551
H 1.281 3.640 2.550
H 2.247 2.366 3.375
H 3.011 3.799 2.816
C -1.631 -0.747 4.409
C -2.968 -1.169 4.983
C -3.933 -1.676 3.804
O -3.526 -2.953 3.291
C -4.157 -3.502 2.157
N -2.752 -2.259 5.920
H -0.864 -0.597 5.168
H -1.805 0.215 3.926
H -1.204 -1.409 3.656
H -3.415 -0.345 5.539
H -4.003 -0.951 2.993
H -4.952 -1.799 4.173
H -3.787 -4.493 1.894
H -3.951 -2.906 1.269
H -5.227 -3.423 2.351
H -3.534 -2.833 6.202
H -2.372 -3.041 5.406
C 9.565 -1.847 -1.815
C 8.407 -1.173 -1.123
C 7.117 -2.158 -1.121
O 6.645 -2.407 -2.459
C 5.280 -2.861 -2.487
N 8.941 -0.826 0.162
H 10.396 -1.151 -1.921
H 9.378 -2.179 -2.836
H 9.803 -2.847 -1.453
H 8.092 -0.243 -1.597
H 6.322 -1.790 -0.472
H 7.404 -3.124 -0.705
H 5.089 -3.777 -1.929
H 5.077 -3.072 -3.537
H 4.599 -2.080 -2.148
H 9.729 -0.232 -0.056
H 9.246 -1.717 0.526
```